# 1
The following is a quantum chemistry calculation of 2 unconnected molecules or ions with the total composition C6H13N4S2 at a distorted geometry, from the OMol25 dataset.

Geometry as XYZ:
```
25
Properties=species:S:1:pos:R:3:forces:R:3
C -1.667 0.174 0.308 0.778 0.594 -0.475
C 1.579 -0.231 -0.147 -0.548 0.356 -0.856
C -1.148 0.350 -2.391 1.531 0.559 -1.960
C 0.673 2.132 -0.361 -1.409 -0.019 1.273
C -3.413 -0.624 2.295 1.976 -0.909 -1.593
C 3.440 -1.743 1.095 -3.784 -0.666 -1.212
N 0.224 -1.257 -1.578 -0.009 -0.620 -0.103
N -0.370 -0.060 -1.192 -1.409 -1.057 0.317
N 0.670 0.709 -0.669 2.220 -0.231 1.524
N 1.328 -1.364 -0.751 -2.970 3.208 0.504
S -2.527 -1.134 0.698 -0.403 -0.322 0.463
S 2.773 -0.045 1.075 0.020 0.674 0.624
H -0.408 0.697 -3.184 -0.765 -0.194 1.127
H -1.548 -0.569 -2.840 -0.111 0.239 0.653
H -1.903 1.109 -2.254 -0.064 0.057 0.644
H -0.318 2.527 -0.146 -0.220 -0.286 -0.718
H 1.156 2.444 0.545 0.513 -1.099 1.108
H 1.234 2.714 -1.016 0.445 0.704 -2.093
H -2.924 -1.160 3.053 1.534 -0.105 1.146
H -4.318 -1.095 2.379 -2.797 -0.746 -0.794
H -3.434 0.414 2.388 0.060 1.564 0.178
H 4.113 -1.879 1.863 1.445 0.154 1.756
H 3.936 -1.778 0.153 0.466 -0.872 -0.671
H 2.564 -2.523 1.246 1.839 1.564 -0.518
H 1.968 -2.055 -0.893 1.662 -2.548 -0.325
```
Forces are in eV/Å.

Its energy above the lowest of the compared OMol25 structures with the same formula, charge and spin is 114.9 kcal/mol. The total charge is +1. As for the HOMO energy (spin up / spin down): -10.718 / -10.715 eV. As for the total energy: -1251.2700 a.u.

=====

# 2
The following is a quantum chemistry calculation of a molecular structure, C23H16N7NiOS2, from the OMol25 dataset.

Geometry as XYZ:
```
50
Properties=species:S:1:pos:R:3:forces:R:3
Ni -0.078 0.051 -0.219 -0.169 -0.061 -0.710
C -1.812 -3.953 -0.202 0.109 0.158 -0.170
C -1.184 -2.795 -0.630 -0.077 -0.140 -0.127
N -0.981 -1.781 0.197 0.121 -0.202 -0.057
C -1.447 -1.884 1.437 -0.088 0.291 0.760
C -2.096 -3.045 1.847 -0.026 -0.110 -0.212
N -2.267 -4.089 1.042 -0.083 0.066 0.291
C -1.248 -0.683 2.315 0.038 -0.374 -0.477
C -1.684 -0.538 3.600 -0.040 0.140 0.318
C -1.464 0.695 4.304 0.104 -0.031 -0.328
C -0.801 1.718 3.543 -0.117 -0.080 0.339
C -0.403 1.470 2.261 0.268 0.240 -0.471
N -0.604 0.291 1.665 -0.095 0.063 0.078
C 0.276 2.439 1.337 -0.306 -0.209 0.719
C 0.632 3.737 1.685 0.063 0.146 -0.202
N 1.257 4.554 0.841 -0.106 -0.006 0.278
C 1.505 4.067 -0.373 -0.013 -0.132 -0.175
C 1.137 2.785 -0.745 -0.064 0.085 -0.063
N 0.535 1.978 0.118 0.410 0.160 -0.029
C -1.880 0.892 5.647 -0.053 0.031 0.190
C -2.559 -0.100 6.417 0.016 0.040 0.006
C -2.943 0.151 7.711 0.018 0.046 0.008
N -2.739 1.300 8.385 0.031 -0.016 -0.096
C -2.094 2.240 7.667 -0.017 -0.044 0.006
C -1.663 2.104 6.369 -0.023 -0.045 0.003
H -1.949 -4.785 -0.882 -0.017 -0.006 0.030
H -0.856 -2.654 -1.654 0.009 -0.011 0.038
H -2.480 -3.125 2.857 -0.021 -0.068 -0.009
H -2.201 -1.356 4.081 -0.008 0.028 0.013
H -0.620 2.691 3.976 -0.027 -0.016 0.016
H 0.407 4.117 2.674 0.039 0.050 -0.010
H 2.015 4.717 -1.076 -0.015 0.012 0.020
H 1.298 2.381 -1.736 0.032 0.008 0.014
H -2.787 -1.071 5.999 -0.003 0.002 -0.003
H -3.461 -0.631 8.263 -0.004 -0.002 0.014
H -1.910 3.180 8.182 -0.001 0.004 0.014
H -1.153 2.941 5.913 -0.004 0.003 0.000
O 1.196 -0.364 -1.919 0.122 0.092 -0.114
N 1.807 -1.515 -1.915 -0.105 0.166 0.004
C 1.835 -2.206 -3.078 0.016 -0.044 0.036
C 2.427 -3.438 -3.182 0.019 0.032 0.054
C 3.010 -3.984 -2.034 -0.007 -0.036 -0.047
C 2.977 -3.273 -0.861 -0.018 0.166 0.153
C 2.377 -1.994 -0.753 0.041 -0.216 0.046
S 2.282 -1.069 0.671 0.035 -0.137 -0.167
H 1.338 -1.688 -3.885 -0.021 0.005 0.010
H 2.423 -3.952 -4.133 -0.005 -0.012 0.011
H 3.471 -4.964 -2.063 0.016 0.015 0.001
H 3.411 -3.667 0.047 -0.001 -0.016 -0.012
S -1.930 0.738 -1.417 0.029 -0.034 0.010
```
Forces are in eV/Å.

As for the spin multiplicity: 4. The total charge is -2. As for the HOMO energy (spin up / spin down): 0.285 / 0.372 eV. As for the total energy: -3649.2797 a.u. As for the expectation value of S²: 3.7884.

=====

# 3
The following is a quantum chemistry calculation of C4H8O in the gas phase at a distorted geometry, from the OMol25 dataset.

Geometry as XYZ:
```
13
Properties=species:S:1:pos:R:3:forces:R:3
C -1.397 0.432 0.588 0.475 -1.215 -0.407
C 0.007 -0.021 -0.304 -1.172 0.691 0.499
C 0.840 -1.376 -0.554 -0.523 0.250 0.410
C 0.891 1.084 0.175 -0.106 0.722 0.158
O 0.403 2.060 0.696 1.173 0.486 -0.027
H -2.229 -0.145 0.215 -0.201 -0.585 0.137
H -1.268 0.309 1.669 0.085 -0.392 -0.290
H -1.733 1.499 0.500 1.040 -1.039 -0.612
H -0.401 0.221 -1.280 0.343 0.366 -0.388
H 1.165 -1.473 -1.611 -0.470 0.462 0.479
H 0.296 -2.297 -0.340 -0.184 0.191 0.125
H 1.786 -1.439 0.011 -0.518 0.318 0.155
H 1.991 1.011 0.126 0.057 -0.256 -0.237
```
Forces are in eV/Å.

Its energy above the lowest of the compared OMol25 structures with the same formula, charge and spin is 40.3 kcal/mol. The total charge is 0. As for the HOMO energy: -9.683 eV. As for the total energy: -232.3815 a.u. As for the SMILES: CC(C)C=O.

=====

# 4
The following is a quantum chemistry calculation of a molecular structure, C26H45ClNOPTm at a distorted geometry, from the OMol25 dataset.

Geometry as XYZ:
```
76
Properties=species:S:1:pos:R:3:forces:R:3
Tm 3.111 1.658 2.726 2.150 0.581 0.544
P -0.285 0.419 -0.012 0.615 -0.740 -1.216
Cl 1.925 3.637 2.049 -1.053 1.555 -0.733
C -1.149 -0.641 1.441 0.146 3.173 1.302
H -0.638 -0.309 2.402 -0.419 -0.042 -1.212
H -2.179 -0.205 1.464 0.458 0.412 -0.284
C 1.617 0.717 -0.103 -0.695 0.653 0.543
C -0.922 2.186 -0.272 -0.223 0.049 1.042
C 2.181 0.902 -1.531 -0.361 -0.150 -0.418
H 1.677 1.720 0.384 -0.023 -0.476 -0.151
C 3.668 1.274 -1.522 0.244 -0.015 -0.041
H 2.037 -0.021 -2.110 0.205 0.221 0.195
H 1.644 1.690 -2.081 0.154 -0.419 0.272
C 4.539 0.271 -0.754 -0.253 0.123 0.378
H 4.026 1.362 -2.559 -0.162 -0.014 0.199
H 3.793 2.275 -1.070 -0.056 -0.301 -0.032
C 3.950 0.114 0.668 0.319 0.996 -0.764
H 4.626 -0.694 -1.273 -0.189 0.176 0.083
H 5.555 0.687 -0.657 -0.226 -0.215 -0.027
C 2.460 -0.283 0.694 -0.314 -0.122 0.160
H 4.522 -0.602 1.264 0.116 0.294 0.144
H 4.148 1.208 1.044 0.208 -1.938 -0.859
H 2.304 -1.276 0.233 0.331 0.230 0.464
H 2.071 -0.383 1.749 0.194 -0.114 -0.881
C -0.756 -0.549 -1.522 -0.167 -0.088 -0.058
C -2.451 2.244 -0.478 0.004 -0.198 -0.087
H -0.675 2.586 0.730 -0.206 0.209 -0.180
C -3.006 3.679 -0.493 0.161 0.090 0.159
H -2.707 1.761 -1.433 0.066 0.039 0.140
H -2.954 1.668 0.311 0.058 0.115 -0.171
C -2.292 4.610 -1.478 0.072 -0.195 -0.114
H -4.073 3.647 -0.737 0.051 -0.049 0.088
H -2.925 4.104 0.515 0.032 -0.080 -0.053
C -0.766 4.538 -1.337 -0.301 0.165 0.390
H -2.583 4.354 -2.507 0.064 -0.093 0.112
H -2.628 5.644 -1.321 0.055 -0.204 -0.017
C -0.203 3.106 -1.296 0.285 -0.217 -0.285
H -0.313 5.085 -2.173 0.071 -0.195 0.159
H -0.468 5.076 -0.424 -0.024 -0.232 -0.103
H -0.280 2.684 -2.313 0.040 0.081 0.364
H 0.864 3.201 -1.054 -0.333 -0.116 0.000
C 0.058 -1.851 -1.589 0.017 -0.308 0.222
H -1.809 -0.786 -1.287 0.157 -0.229 0.003
C -0.599 -2.846 -2.548 -0.096 -0.094 0.203
H 1.070 -1.633 -1.961 -0.239 0.006 0.109
H 0.180 -2.302 -0.592 -0.113 0.059 -0.343
C -0.776 -2.291 -3.958 0.192 0.113 0.125
H -0.008 -3.764 -2.573 0.007 -0.006 -0.023
H -1.572 -3.127 -2.140 -0.120 -0.008 0.080
C -1.396 -0.899 -3.962 -0.306 0.401 0.243
H 0.205 -2.233 -4.434 0.106 -0.029 -0.084
H -1.389 -2.973 -4.556 0.106 0.061 0.004
C -0.766 0.072 -2.932 0.209 0.209 -0.305
H -1.322 -0.459 -4.966 0.030 -0.020 0.176
H -2.468 -0.972 -3.752 -0.048 -0.064 0.078
H 0.262 0.266 -3.267 -0.158 0.047 0.184
H -1.290 1.039 -2.961 0.052 -0.396 -0.016
C -0.007 -2.947 1.836 -2.353 0.965 -1.939
C -1.317 -2.132 1.537 1.835 -3.578 -0.655
H 0.702 -3.110 1.024 -0.204 -0.063 0.098
C -2.460 -2.489 2.578 0.400 0.687 -0.872
H -1.658 -2.534 0.564 -0.370 0.491 0.131
C -1.982 -2.682 3.998 0.274 -0.025 0.506
H -3.186 -1.662 2.542 -0.148 -0.255 0.165
H -2.983 -3.409 2.282 0.284 0.208 -0.378
C -0.863 -3.729 4.142 0.108 0.436 -0.376
H -1.645 -1.729 4.414 0.094 -0.064 -0.010
H -2.841 -2.996 4.603 0.022 0.070 0.020
C 0.306 -3.460 3.162 1.031 -0.030 1.128
H -0.483 -3.674 5.174 -0.118 -0.196 -0.246
H -1.286 -4.732 3.972 0.096 0.163 -0.060
H 1.007 -2.742 3.620 0.002 -0.161 0.963
H 0.906 -4.380 3.063 -0.149 0.029 0.157
O 0.196 -0.600 5.278 0.858 0.657 -0.523
C 0.988 -0.005 4.609 0.433 0.539 -0.563
N 1.766 0.623 3.915 -2.986 -2.564 2.747
```
Forces are in eV/Å.

Its energy above the lowest of the compared OMol25 structures with the same formula, charge and spin is 51.0 kcal/mol. As for the spin multiplicity: 3. The total charge is -1. As for the HOMO energy (spin up / spin down): -0.709 / -1.456 eV. As for the total energy: -3034.3360 a.u. As for the expectation value of S²: 2.0253.

=====

The lowest total charge belongs to which entry?
C23H16N7NiOS2